1.
Molecular formula: C31H50BrN4P3Zn
Method: DFT, ωB97M-V/def2-TZVPD

Computed properties:
**E_HOMO (alpha / beta)**: -0.4379 / -0.4379 hartree
**Charge**: +2
**LUMO (alpha / beta)**: -9.97 / -9.96 eV
**Calculated total energy**: -6806.79894 hartree
**HOMO-LUMO gap (alpha / beta)**: 1.9 / 2.0 eV

Geometry (Å):
C (-5.889, -4.073, -0.533)
C (-5.626, -3.060, -1.482)
C (-6.515, -2.913, -2.554)
C (-7.624, -3.763, -2.642)
N (-7.867, -4.704, -1.735)
C (-7.035, -4.864, -0.708)
C (-4.463, -2.192, -1.434)
C (-3.201, -2.024, -1.175)
C (-1.843, -2.242, -0.804)
C (-1.353, -1.517, 0.301)
C (-0.029, -1.092, 0.310)
C (0.869, -1.551, -0.670)
C (0.428, -2.439, -1.652)
C (-0.921, -2.753, -1.743)
Zn (-3.786, -0.445, -2.277)
P (0.100, 2.641, 0.556)
H (-6.350, -2.140, -3.310)
H (-5.236, -4.234, 0.328)
H (-8.318, -3.652, -3.474)
H (-7.281, -5.650, 0.011)
H (-1.325, -3.288, -2.616)
H (-2.047, -1.188, 1.085)
H (1.148, -2.886, -2.340)
H (0.355, -0.454, 1.110)
C (1.550, 3.801, 0.722)
C (1.288, 5.289, 0.909)
H (2.126, 3.639, -0.207)
H (2.154, 3.402, 1.556)
H (2.245, 5.793, 1.109)
H (0.870, 5.749, 0.003)
H (0.626, 5.512, 1.758)
C (-1.361, 3.727, 0.273)
C (-2.688, 3.262, 0.867)
H (-1.435, 3.766, -0.823)
H (-1.120, 4.746, 0.596)
H (-3.483, 3.481, 0.146)
H (-2.701, 2.188, 1.078)
H (-2.924, 3.801, 1.790)
C (-0.086, 2.133, 2.318)
C (-0.364, 3.247, 3.323)
H (0.835, 1.588, 2.584)
H (-0.900, 1.392, 2.310)
H (-0.719, 2.806, 4.264)
H (0.537, 3.824, 3.555)
H (-1.142, 3.937, 2.980)
Br (2.686, -1.045, -0.671)
P (0.981, 1.670, -4.093)
C (0.572, 2.989, -2.876)
C (0.758, 4.370, -3.501)
H (1.234, 2.873, -2.003)
H (-0.463, 2.825, -2.543)
H (0.235, 5.143, -2.923)
H (1.819, 4.649, -3.548)
H (0.369, 4.395, -4.528)
C (2.531, 1.021, -3.344)
C (3.561, 0.513, -4.354)
H (2.249, 0.206, -2.658)
H (2.974, 1.826, -2.739)
H (4.467, 0.178, -3.826)
H (3.189, -0.340, -4.937)
H (3.855, 1.308, -5.051)
C (-0.256, 0.355, -3.782)
C (-1.277, 0.406, -4.920)
H (-0.697, 0.517, -2.788)
H (0.280, -0.602, -3.772)
H (-1.893, -0.496, -4.944)
H (-1.941, 1.271, -4.836)
H (-0.758, 0.493, -5.883)
C (3.669, -1.878, 5.156)
N (2.276, -2.345, 4.990)
C (2.257, -3.681, 4.361)
N (2.998, -3.706, 3.092)
C (4.380, -3.222, 3.287)
N (4.418, -1.881, 3.891)
C (3.951, -0.845, 2.969)
P (2.166, -1.125, 2.529)
C (1.473, -1.383, 4.236)
C (2.304, -2.948, 2.054)
H (4.170, -2.569, 5.849)
H (3.650, -0.858, 5.560)
H (1.216, -3.969, 4.163)
H (2.731, -4.389, 5.050)
H (4.890, -3.201, 2.312)
H (4.884, -3.917, 3.974)
H (4.035, 0.149, 3.436)
H (4.548, -0.837, 2.045)
H (0.435, -1.741, 4.150)
H (1.451, -0.413, 4.759)
H (2.838, -3.025, 1.092)
H (1.282, -3.339, 1.905)



2.
Molecular formula: C31H50CoN2O2S2Si2
Method: DFT, ωB97M-V/def2-TZVPD

Computed properties:
**<S²>**: 0.769
**E_HOMO (alpha / beta)**: -0.0120 / -0.0475 hartree
**Multiplicity**: 2
**Charge**: -2
**LUMO (alpha / beta)**: 4.24 / 4.24 eV
**Calculated total energy**: -4229.50074 hartree
**HOMO-LUMO gap (alpha / beta)**: 4.6 / 5.5 eV

Geometry (Å):
Co (0.200, -0.549, -0.711)
C (0.173, -1.707, 3.426)
C (-0.199, -1.550, 1.968)
N (0.580, -0.969, 1.137)
N (1.803, -0.538, 1.690)
C (2.707, -0.233, 0.817)
S (2.598, -0.257, -0.870)
S (4.247, 0.367, 1.496)
C (4.304, -0.549, 3.054)
C (4.834, -1.950, 2.877)
C (6.174, -2.233, 3.110)
C (6.681, -3.516, 2.928)
C (5.849, -4.535, 2.499)
C (4.511, -4.264, 2.255)
C (4.004, -2.982, 2.448)
C (-1.507, -2.103, 1.565)
C (-2.444, -2.432, 2.553)
C (-3.655, -3.027, 2.263)
C (-3.953, -3.332, 0.924)
C (-3.070, -3.028, -0.075)
C (-1.821, -2.382, 0.196)
O (-1.041, -2.086, -0.756)
H (1.241, -1.641, 3.565)
H (-0.187, -2.660, 3.808)
H (-0.287, -0.905, 4.015)
H (3.287, -0.526, 3.438)
H (4.955, 0.044, 3.699)
H (6.831, -1.431, 3.433)
H (7.729, -3.716, 3.121)
H (6.242, -5.534, 2.344)
H (3.852, -5.051, 1.908)
H (2.962, -2.767, 2.242)
H (-2.223, -2.191, 3.587)
H (-4.359, -3.248, 3.054)
H (-4.898, -3.803, 0.677)
H (-3.296, -3.237, -1.115)
C (0.276, -0.051, -5.449)
Si (-0.168, -1.160, -3.984)
C (0.910, -2.694, -4.173)
C (-1.925, -1.775, -4.324)
O (0.001, -0.401, -2.613)
H (-0.109, -0.468, -6.391)
H (1.366, 0.057, -5.543)
H (-0.149, 0.952, -5.318)
H (0.704, -3.215, -5.119)
H (0.707, -3.386, -3.344)
H (1.978, -2.439, -4.141)
H (-2.123, -1.870, -5.400)
H (-2.666, -1.087, -3.896)
H (-2.078, -2.758, -3.858)
C (-1.666, 3.653, 1.904)
C (-1.283, 2.195, 1.591)
C (-2.436, 1.294, 2.052)
C (-0.108, 1.860, 2.523)
Si (-0.821, 1.721, -0.296)
C (-2.528, 1.782, -1.313)
C (-3.193, 0.410, -1.137)
C (-3.553, 2.874, -0.967)
C (-2.248, 1.918, -2.818)
C (0.303, 3.191, -0.985)
C (1.447, 3.469, -0.004)
C (-0.386, 4.534, -1.287)
C (0.964, 2.719, -2.293)
H (-1.977, 3.730, 2.965)
H (-2.489, 4.027, 1.295)
H (-0.814, 4.327, 1.776)
H (-2.622, 1.453, 3.131)
H (-2.205, 0.233, 1.903)
H (-3.370, 1.500, 1.527)
H (-0.427, 1.998, 3.575)
H (0.760, 2.500, 2.357)
H (0.235, 0.827, 2.408)
H (-3.397, 0.158, -0.092)
H (-2.547, -0.378, -1.537)
H (-4.154, 0.385, -1.688)
H (-3.967, 2.764, 0.038)
H (-4.403, 2.815, -1.674)
H (-3.131, 3.880, -1.051)
H (-1.518, 1.171, -3.141)
H (-1.875, 2.909, -3.092)
H (-3.189, 1.756, -3.379)
H (1.109, 4.010, 0.886)
H (2.211, 4.097, -0.499)
H (1.939, 2.542, 0.318)
H (-0.896, 4.956, -0.421)
H (-1.117, 4.448, -2.094)
H (0.372, 5.272, -1.617)
H (1.591, 1.843, -2.121)
H (1.603, 3.531, -2.692)
H (0.242, 2.443, -3.063)



3.
Molecular formula: C31H50CoN2O7P2SSi2Te
Method: DFT, ωB97M-V/def2-TZVPD

Computed properties:
**<S²>**: 3.766
**E_HOMO (alpha / beta)**: -0.2616 / -0.2713 hartree
**Multiplicity**: 4
**Energy relative to the best compared isomer or geometry (same formula, charge and spin)**: 0.0 kJ/mol
**Charge**: 0
**LUMO (alpha / beta)**: 0.25 / 0.25 eV
**Calculated total energy**: -5158.42114 hartree
**HOMO-LUMO gap (alpha / beta)**: 7.4 / 7.6 eV

Geometry (Å):
Co (-0.059, 0.710, -0.301)
N (-0.064, 5.157, -0.071)
C (0.812, 4.123, 0.634)
C (1.778, 4.876, 1.540)
P (-0.349, 3.089, 1.642)
O (-1.396, 4.304, 2.008)
O (0.278, 2.601, 2.882)
O (-1.070, 2.198, 0.663)
P (1.708, 3.414, -0.855)
O (3.064, 2.817, -0.253)
O (1.965, 4.651, -1.661)
O (0.896, 2.309, -1.462)
H (-0.339, 5.885, 0.586)
H (-0.919, 4.717, -0.430)
H (0.522, 5.501, -0.859)
H (1.231, 5.507, 2.246)
H (2.466, 5.495, 0.961)
H (2.341, 4.150, 2.122)
H (-1.659, 4.211, 2.928)
H (3.788, 3.437, -0.376)
N (1.424, 0.212, 0.664)
C (2.471, -0.454, 0.823)
C (3.158, -0.540, 2.157)
C (4.498, -0.906, 2.266)
C (5.127, -0.929, 3.503)
C (4.421, -0.589, 4.647)
C (3.090, -0.201, 4.543)
C (2.466, -0.170, 3.307)
C (3.050, -1.218, -0.342)
C (3.399, -2.560, -0.242)
C (3.777, -3.279, -1.370)
C (3.838, -2.653, -2.607)
C (3.513, -1.305, -2.710)
C (3.113, -0.597, -1.588)
H (5.059, -1.161, 1.376)
H (6.170, -1.211, 3.572)
H (4.908, -0.613, 5.614)
H (2.539, 0.095, 5.427)
H (1.453, 0.200, 3.209)
H (3.352, -3.054, 0.722)
H (4.027, -4.328, -1.280)
H (4.142, -3.210, -3.484)
H (3.568, -0.807, -3.670)
H (2.836, 0.450, -1.660)
C (-4.873, 5.376, -0.964)
C (-3.983, 4.247, -1.405)
C (-2.747, 4.496, -2.002)
C (-1.922, 3.457, -2.403)
C (-2.353, 2.147, -2.231)
C (-3.578, 1.873, -1.651)
C (-4.383, 2.926, -1.243)
S (-1.295, 0.754, -2.593)
C (-0.708, 1.226, -4.210)
O (-2.163, -0.447, -2.772)
H (-4.348, 6.330, -0.994)
H (-5.229, 5.215, 0.053)
H (-5.749, 5.455, -1.610)
H (-2.434, 5.522, -2.163)
H (-0.953, 3.667, -2.837)
H (-3.891, 0.844, -1.523)
H (-5.341, 2.714, -0.782)
H (-1.591, 1.419, -4.817)
H (-0.145, 0.376, -4.590)
H (-0.055, 2.090, -4.130)
C (-3.301, -1.788, 3.346)
Si (-1.792, -2.874, 3.170)
C (-0.962, -3.088, 4.826)
C (-2.277, -4.533, 2.461)
C (-0.583, -2.048, 2.000)
Te (-1.434, -1.553, 0.102)
C (-0.129, -2.797, -1.051)
Si (-0.800, -3.721, -2.554)
C (-2.659, -3.827, -2.540)
C (-0.212, -2.919, -4.131)
C (-0.061, -5.436, -2.446)
H (-3.992, -2.187, 4.091)
H (-3.840, -1.716, 2.398)
H (-3.023, -0.777, 3.653)
H (-1.638, -3.543, 5.552)
H (-0.637, -2.124, 5.225)
H (-0.080, -3.725, 4.742)
H (-3.077, -5.000, 3.040)
H (-1.429, -5.221, 2.446)
H (-2.636, -4.417, 1.435)
H (0.276, -2.685, 1.780)
H (-0.189, -1.117, 2.411)
H (0.217, -3.528, -0.317)
H (0.738, -2.195, -1.321)
H (-3.099, -2.830, -2.473)
H (-3.025, -4.420, -1.699)
H (-3.016, -4.292, -3.462)
H (-0.735, -1.975, -4.291)
H (-0.411, -3.572, -4.984)
H (0.863, -2.727, -4.099)
H (-0.392, -5.952, -1.542)
H (1.030, -5.384, -2.420)
H (-0.348, -6.045, -3.305)



4.
Molecular formula: C31H50F5N6O3PRbSSi
Method: DFT, ωB97M-V/def2-TZVPD

Computed properties:
**E_HOMO**: -0.1627 hartree
**Energy relative to the best compared isomer or geometry (same formula, charge and spin)**: 19.3 kJ/mol
**Charge**: -1
**LUMO**: 2.18 eV
**Calculated total energy**: -3318.19460 hartree
**HOMO-LUMO gap**: 6.6 eV

Geometry (Å):
Rb (0.534, -1.187, 0.759)
F (-0.768, 4.706, 3.679)
C (-0.584, 4.416, 2.381)
C (-0.405, 3.113, 1.963)
F (-0.417, 2.112, 2.857)
C (-0.224, 2.842, 0.620)
F (-0.052, 1.533, 0.300)
C (-0.215, 3.812, -0.389)
S (0.009, 3.431, -2.060)
C (-0.406, 5.118, 0.089)
F (-0.424, 6.148, -0.768)
C (-0.583, 5.418, 1.425)
F (-0.762, 6.691, 1.815)
C (3.299, -1.343, 5.613)
Si (3.153, -0.692, 3.834)
C (4.870, -0.988, 3.081)
C (2.969, 1.189, 4.064)
O (1.970, -1.337, 3.001)
H (4.157, -0.900, 6.130)
H (3.424, -2.430, 5.626)
H (2.404, -1.104, 6.193)
H (5.652, -0.433, 3.607)
H (4.910, -0.712, 2.024)
H (5.114, -2.052, 3.142)
H (3.853, 1.634, 4.532)
H (2.112, 1.400, 4.711)
H (2.785, 1.718, 3.124)
O (-1.192, -1.969, -1.316)
P (-1.849, -1.403, -2.518)
N (-2.755, -0.073, -2.186)
C (-3.448, 0.120, -0.913)
C (-3.428, 1.634, -0.751)
C (-3.637, 2.133, -2.181)
C (-2.893, 1.109, -3.050)
N (-0.809, -0.936, -3.702)
C (-0.835, -1.352, -5.100)
C (0.262, -0.496, -5.729)
C (1.298, -0.395, -4.610)
C (0.441, -0.234, -3.355)
N (-2.849, -2.516, -3.234)
C (-2.634, -3.956, -3.039)
C (-3.891, -4.596, -3.635)
C (-4.955, -3.514, -3.456)
C (-4.177, -2.239, -3.770)
H (-2.939, -0.425, -0.119)
H (-4.484, -0.246, -0.965)
H (-2.446, 1.948, -0.403)
H (-4.182, 1.997, -0.051)
H (-3.232, 3.133, -2.329)
H (-4.702, 2.142, -2.429)
H (-1.913, 1.487, -3.339)
H (-3.461, 0.878, -3.960)
H (-1.812, -1.173, -5.554)
H (-0.604, -2.420, -5.213)
H (-0.135, 0.496, -5.956)
H (0.652, -0.930, -6.650)
H (1.991, 0.436, -4.742)
H (1.879, -1.319, -4.550)
H (0.251, 0.815, -3.121)
H (0.910, -0.695, -2.486)
H (-2.527, -4.179, -1.976)
H (-1.725, -4.299, -3.541)
H (-4.143, -5.538, -3.149)
H (-3.744, -4.793, -4.700)
H (-5.293, -3.488, -2.418)
H (-5.825, -3.650, -4.100)
H (-4.604, -1.351, -3.304)
H (-4.148, -2.069, -4.855)
N (3.005, -1.254, -1.095)
C (3.597, -0.273, -0.930)
N (4.324, 0.814, -0.722)
C (4.795, 1.585, -1.880)
C (3.940, 2.829, -2.073)
O (3.922, 3.582, -0.874)
C (3.263, 2.841, 0.143)
C (4.068, 1.604, 0.495)
H (4.774, 0.944, -2.761)
H (5.829, 1.879, -1.682)
H (2.913, 2.563, -2.355)
H (4.367, 3.466, -2.848)
H (2.267, 2.562, -0.213)
H (3.164, 3.495, 1.010)
H (3.551, 0.973, 1.216)
H (5.034, 1.889, 0.919)
C (-2.288, -2.276, 5.736)
C (-1.094, -2.014, 4.810)
C (0.075, -2.950, 5.141)
C (-0.646, -0.550, 4.895)
C (-1.521, -2.285, 3.425)
N (-1.879, -2.485, 2.351)
H (-1.983, -2.078, 6.765)
H (-2.622, -3.312, 5.667)
H (-3.127, -1.623, 5.492)
H (0.393, -2.766, 6.169)
H (0.910, -2.742, 4.468)
H (-0.229, -3.995, 5.053)
H (-0.339, -0.336, 5.921)
H (-1.458, 0.128, 4.626)
H (0.204, -0.388, 4.231)



5.
Molecular formula: C31H50N3O4
Method: DFT, ωB97M-V/def2-TZVPD

Computed properties:
**<S²>**: 2.009
**E_HOMO (alpha / beta)**: -0.3760 / -0.3673 hartree
**Multiplicity**: 3
**Charge**: +1
**LUMO (alpha / beta)**: -5.33 / -5.33 eV
**Calculated total energy**: -1675.38263 hartree
**HOMO-LUMO gap (alpha / beta)**: 4.9 / 4.7 eV

Geometry (Å):
C (3.645, 2.909, 4.687)
C (4.647, 2.243, 3.932)
C (6.077, 1.620, 3.327)
C (5.807, 0.967, 1.848)
C (5.280, 2.022, 0.708)
C (3.738, 1.574, 0.241)
C (3.468, 0.028, -0.333)
N (2.105, -0.481, -0.763)
C (0.890, 0.457, -0.668)
C (0.992, 2.004, -0.133)
C (-0.292, 3.051, 0.005)
C (-0.761, 3.290, 1.428)
C (2.464, 2.646, 0.334)
C (2.589, 4.203, 0.832)
O (3.009, 4.622, 2.030)
O (2.244, 5.285, -0.148)
H (2.901, 3.766, 5.055)
H (6.953, 2.398, 3.376)
H (6.406, 0.717, 4.035)
H (6.840, 0.503, 1.488)
H (5.074, 0.046, 1.969)
H (5.948, 1.821, -0.261)
H (5.331, 3.151, 1.013)
H (4.373, -0.736, -0.435)
H (2.027, -1.478, -1.112)
H (-0.138, -0.013, -1.010)
H (-0.801, 3.607, -0.890)
H (0.049, 3.145, 2.290)
H (-1.877, 3.541, 1.687)
H (2.643, 5.040, -1.036)
C (0.193, -4.495, 4.374)
C (-0.628, -3.171, 4.321)
C (-1.272, -2.990, 2.916)
C (-0.283, -2.578, 1.836)
C (0.504, -1.343, 2.262)
C (1.194, -1.518, 3.641)
N (0.260, -2.016, 4.701)
O (-0.574, -0.948, 5.076)
C (2.396, -2.491, 3.476)
C (1.874, -0.167, 4.036)
C (-1.795, -3.414, 5.336)
H (0.334, -4.937, 3.384)
H (1.179, -4.357, 4.828)
H (-0.287, -5.261, 4.996)
H (-2.060, -2.225, 2.965)
H (-1.771, -3.916, 2.606)
H (0.400, -3.401, 1.602)
H (-0.821, -2.357, 0.909)
H (1.248, -1.103, 1.494)
H (-0.184, -0.484, 2.294)
H (2.866, -2.703, 4.444)
H (3.170, -2.054, 2.833)
H (2.127, -3.440, 3.009)
H (1.166, 0.670, 4.067)
H (2.645, 0.114, 3.307)
H (2.361, -0.242, 5.015)
H (-1.412, -3.539, 6.357)
H (-2.351, -4.325, 5.079)
H (-2.530, -2.602, 5.343)
C (-1.801, 1.085, -6.010)
C (-2.347, -0.216, -5.349)
C (-3.488, -0.826, -6.216)
C (-4.802, -0.065, -6.122)
C (-5.227, 0.109, -4.668)
C (-4.121, 0.758, -3.793)
N (-2.791, 0.085, -3.942)
O (-2.847, -1.136, -3.246)
C (-4.011, 2.264, -4.167)
C (-4.609, 0.788, -2.309)
C (-1.137, -1.206, -5.417)
H (-2.438, 1.436, -6.827)
H (-1.689, 1.903, -5.292)
H (-0.795, 0.952, -6.428)
H (-3.673, -1.864, -5.907)
H (-3.179, -0.874, -7.267)
H (-4.721, 0.909, -6.613)
H (-5.583, -0.613, -6.659)
H (-6.144, 0.709, -4.626)
H (-5.494, -0.878, -4.260)
H (-3.188, 2.745, -3.626)
H (-4.928, 2.803, -3.898)
H (-3.870, 2.439, -5.235)
H (-4.863, -0.208, -1.926)
H (-5.519, 1.393, -2.205)
H (-3.849, 1.226, -1.652)
H (-0.294, -0.844, -4.814)
H (-0.781, -1.315, -6.449)
H (-1.392, -2.216, -5.077)